Formula: C8H13NORu
Source: OMol25
Level of theory: ωB97M-V with the def2-TZVPD basis set

XYZ file:
```
24
Properties=species:S:1:pos:R:3:forces:R:3:nbo_charge:R:1
C 1.11665 0.18967 -2.43177 0.351 0.297 -1.113 -0.36
C 0.13012 -0.84335 -2.44019 -0.025 -0.165 -1.556 -0.39
C 0.64200 -1.95721 -1.69346 0.365 -1.466 -0.494 -0.36
C 1.95460 -1.59439 -1.21842 1.076 -1.085 -1.277 -0.36
C 2.24245 -0.28238 -1.70401 0.888 0.044 -0.041 -0.33
Ru 0.31003 -0.33233 -0.36092 -2.301 2.834 1.778 1.07
N -1.13150 1.76989 1.32546 2.768 1.698 2.635 -0.87
C -2.43389 1.96755 1.23739 -2.678 -2.679 -2.907 -0.14
C -1.86670 0.52117 0.17827 -1.770 0.488 1.538 -0.73
H 0.14372 -2.93152 -1.53426 0.414 0.803 -0.200 0.23
H -0.83267 -0.80800 -2.97226 0.597 0.004 0.447 0.23
H 2.64149 -2.24831 -0.63956 -0.754 0.708 -0.432 0.23
H 3.18058 0.27949 -1.53103 -0.821 -0.424 -0.097 0.22
H 1.02875 1.16973 -2.92050 0.070 -0.609 0.328 0.23
H -2.23687 0.75876 -0.80115 -0.758 -0.148 -0.614 0.17
H -2.93497 2.67933 0.50004 0.531 -0.168 0.881 0.11
H -0.61459 2.58670 1.69315 0.928 0.445 -0.403 0.29
H -2.19348 -0.30394 0.85210 0.007 0.346 -1.065 0.21
H -3.16712 1.59400 2.01468 0.561 0.272 -0.522 0.12
C 0.81924 -0.39446 2.52661 0.125 -0.604 -0.112 -0.25
O 0.38843 -1.08117 1.36048 0.611 -0.598 3.318 -0.79
H 0.20892 -0.76890 3.38158 0.280 0.482 -0.266 0.15
H 0.72536 0.71377 2.43524 -0.001 -0.800 0.212 0.18
H 1.87944 -0.68412 2.74248 -0.464 0.325 -0.039 0.13
```
Forces are in eV/Å.

Output
E in eV: -14616.9187
E_HOMO (alpha / beta) in eV: -0.4 / -3.5
Spin multiplicity: 6
Kohn-Sham gap (alpha / beta) in eV: 4.375 / 7.165
Charge: -1

***

Formula: CBrO2Tb
Source: OMol25
Level of theory: ωB97M-V with the def2-TZVPD basis set

XYZ file:
```
5
Properties=species:S:1:pos:R:3:forces:R:3:mulliken_charge:R:1
O -1.41013 0.54826 -0.09666 0.888 -0.479 0.200 -0.23
C -0.66735 -0.34555 -0.30024 -2.071 1.418 -0.269 0.79
O -0.57040 -1.19637 -1.20593 0.569 -0.915 -0.261 -0.04
Br 0.94673 -0.59452 0.98459 -1.794 -6.855 1.299 -0.17
Tb 1.70114 1.58818 0.61824 2.408 6.830 -0.969 1.66
```
Forces are in eV/Å.

Output
E in eV: -97585.0247
E_HOMO (alpha / beta) in eV: -19.5 / -19.1
Spin multiplicity: 7
Kohn-Sham gap (alpha / beta) in eV: 5.497 / 8.639
Charge: +2

***

Formula: C25H21BrN2O4
Source: OMol25
Level of theory: ωB97M-V with the def2-TZVPD basis set

XYZ file:
```
53
Properties=species:S:1:pos:R:3:forces:R:3:nbo_charge:R:1
O -1.71641 -1.24863 -0.49002 -0.010 -0.189 -0.152 -0.63
C -1.69939 -0.98851 0.68607 0.336 0.519 -0.095 0.82
C -0.85967 0.13359 1.27000 -0.014 0.058 0.089 -0.33
N -0.46886 1.02967 0.21472 -0.118 -0.161 -0.048 -0.61
C -0.37669 2.36151 0.41488 0.252 -0.647 -0.032 0.65
O -0.48930 2.87927 1.50646 0.033 0.270 0.214 -0.61
C -0.07439 3.16261 -0.82252 0.370 -0.211 -0.344 0.11
C 0.97705 2.91577 -1.62290 -0.609 0.201 0.189 -0.26
C 1.99051 1.89020 -1.42825 0.464 -0.267 0.082 0.01
C 2.44750 1.52612 -0.15945 0.086 0.064 -0.221 -0.21
C 3.41233 0.55035 -0.00785 0.093 -0.147 0.001 -0.23
C 3.93549 -0.06889 -1.13119 0.124 -0.142 -0.021 -0.08
Br 5.25789 -1.42455 -0.92440 -0.155 0.168 -0.024 0.05
C 3.52204 0.29172 -2.40264 0.173 -0.166 0.083 -0.24
C 2.56144 1.27313 -2.54375 -0.160 0.121 0.215 -0.21
N -0.89838 4.25559 -1.04317 0.222 0.479 -0.276 -0.61
C -2.16694 4.47959 -0.56013 0.048 0.078 -0.129 0.67
O -2.64308 5.59211 -0.59668 -0.109 0.055 0.124 -0.57
C -2.92094 3.28006 -0.10684 -0.463 -0.140 -0.033 -0.08
C -3.58681 3.29751 1.11321 0.036 0.019 -0.091 -0.18
C -4.33315 2.20209 1.50677 0.003 0.128 0.093 -0.21
C -4.45176 1.10289 0.67101 0.003 -0.081 -0.095 -0.21
C -3.81794 1.09638 -0.56044 -0.132 -0.094 -0.036 -0.21
C -3.04307 2.17607 -0.94524 -0.057 0.253 0.046 -0.22
O -2.38032 -1.61770 1.62661 -0.081 0.029 0.445 -0.49
C -3.19010 -2.74207 1.23315 -0.112 -0.301 -0.267 -0.10
C -2.42176 -4.02695 1.39032 -0.079 0.195 0.017 -0.09
C -2.55285 -4.79092 2.54228 -0.017 0.050 -0.087 -0.19
C -1.82074 -5.95543 2.69400 0.006 -0.069 0.087 -0.21
C -0.94617 -6.35998 1.69978 0.023 -0.043 0.034 -0.20
C -0.80595 -5.59789 0.55219 0.047 -0.004 -0.055 -0.22
C -1.54098 -4.43609 0.39615 -0.025 -0.010 -0.037 -0.14
H -1.41920 0.68702 2.02899 0.058 -0.129 -0.072 0.26
H 0.01890 -0.31593 1.75301 -0.139 -0.015 0.054 0.23
H -0.46300 0.63307 -0.71454 0.021 0.180 -0.008 0.43
H 1.10381 3.53413 -2.50372 -0.092 0.095 -0.064 0.21
H 2.06388 2.03063 0.71341 0.011 0.057 0.116 0.23
H 3.76426 0.27737 0.97521 0.035 -0.021 0.064 0.23
H 3.94942 -0.18760 -3.26991 0.031 -0.039 -0.048 0.23
H 2.23594 1.55750 -3.53351 -0.039 0.043 -0.108 0.22
H -0.48578 5.05519 -1.51118 -0.148 -0.098 0.175 0.41
H -3.49664 4.16486 1.74804 0.012 0.084 0.071 0.23
H -4.83346 2.20896 2.46359 -0.036 0.008 0.083 0.22
H -5.04798 0.25503 0.97581 -0.056 -0.072 0.025 0.21
H -3.92039 0.25007 -1.22295 0.000 -0.067 -0.032 0.22
H -2.55104 2.17193 -1.90788 0.073 -0.001 -0.073 0.22
H -4.05631 -2.71600 1.89685 0.110 0.023 -0.091 0.20
H -3.50086 -2.59948 0.19332 -0.020 -0.006 0.212 0.21
H -3.23184 -4.47349 3.32015 -0.084 0.038 0.088 0.21
H -1.93186 -6.54673 3.59067 -0.007 -0.053 0.073 0.22
H -0.37413 -7.26790 1.81937 0.044 -0.078 0.012 0.22
H -0.12375 -5.90939 -0.22457 0.056 -0.031 -0.068 0.22
H -1.43264 -3.84024 -0.49812 -0.007 0.065 -0.083 0.22
```
Forces are in eV/Å.

Output
E in eV: -107479.6883
SMILES: O=C(CNC(=O)/C(=C\c1ccc(Br)cc1)NC(=O)c1ccccc1)OCc1ccccc1
E_HOMO in eV: -8.4
Kohn-Sham gap in eV: 8.516

***

Formula: C2H8N4
Source: OMol25
Level of theory: ωB97M-V with the def2-TZVPD basis set

XYZ file:
```
14
Properties=species:S:1:pos:R:3:forces:R:3:nbo_charge:R:1
C 2.29108 -0.24062 0.06744 -0.494 2.636 -1.230 -0.42
N 0.86853 -0.17900 -0.12032 -3.339 0.670 0.110 -0.55
N 0.23932 1.21725 0.17837 3.090 -3.737 -0.056 -0.31
C -1.01323 1.13257 0.11376 1.150 2.441 0.350 0.20
N -1.91871 0.22407 -0.24767 1.811 -1.097 0.809 -0.48
N -1.87957 -1.10936 0.17132 1.629 -1.458 -0.940 -0.66
H 2.69308 -1.18463 -0.18716 0.103 -1.179 -0.444 0.20
H 2.62976 0.51925 -0.73263 1.008 -0.714 1.979 0.18
H 2.48483 -0.11138 1.15948 0.257 0.631 -1.115 0.21
H 0.47808 -0.40950 -1.06302 1.271 0.316 0.834 0.33
H -1.35957 2.12649 0.30912 -1.095 0.631 -0.068 0.17
H -2.68147 0.74276 -0.51503 -3.140 -0.267 -0.502 0.38
H -1.85564 -1.22764 1.24455 0.546 0.487 -2.454 0.36
H -0.97650 -1.50028 -0.37823 -2.797 0.638 2.728 0.38
```
Forces are in eV/Å.

Output
E in eV: -8160.1313
SMILES: CN/N=C\NN
E_HOMO in eV: -8.1
Kohn-Sham gap in eV: 9.020

***

Formula: C5H12N3
Source: OMol25
Level of theory: ωB97M-V with the def2-TZVPD basis set

XYZ file:
```
20
Properties=species:S:1:pos:R:3:forces:R:3:nbo_charge:R:1
C -0.87547 1.70974 0.46102 -2.200 1.374 -2.809 -0.43
N -0.37622 0.83684 -0.51628 2.161 -3.273 -3.033 -0.22
N -1.39950 -0.11905 -0.94133 -3.153 1.643 -2.267 -0.44
C -1.44960 -1.13340 0.10867 4.374 -0.578 0.945 -0.08
C -0.12039 -1.24531 0.55550 -4.621 -2.475 -0.218 -0.16
C 0.73273 -0.26206 -0.10323 -1.218 1.694 -0.853 0.21
C 1.72522 0.32872 0.87702 0.071 0.265 -0.311 -0.66
N 1.19648 -0.87212 -1.35294 -1.879 -0.834 1.492 -0.80
H -1.34507 2.55583 -0.14419 0.717 -0.578 1.337 0.22
H -1.62571 1.24896 1.03080 -0.864 -0.427 1.616 0.19
H 0.00199 1.94536 0.92604 1.605 1.605 1.982 0.23
H -1.22193 -0.49339 -1.94311 0.676 0.376 2.058 0.47
H -2.38347 0.33669 -1.15486 2.302 -0.493 1.101 0.45
H -2.39939 -1.55108 0.35633 -0.129 -0.646 0.106 0.26
H 0.27925 -2.13804 1.10801 -0.604 1.318 -0.093 0.27
H 2.16792 1.28602 0.56008 -0.552 -0.099 0.061 0.25
H 2.59740 -0.32810 0.92682 -0.316 -0.235 0.515 0.25
H 1.15429 0.41580 1.82374 1.019 0.092 -0.213 0.24
H 2.12743 -0.63534 -1.40560 2.680 0.827 -0.949 0.38
H 1.21405 -1.88607 -1.17250 -0.069 0.443 -0.466 0.37
```
Forces are in eV/Å.

Output
E in eV: -9840.0602
SMILES: CN1[NH2+]C=C[C@@]1(C)N
E_HOMO in eV: -14.0
Kohn-Sham gap in eV: 10.257
Charge: +1

***

Formula: CH7NO2
Source: OMol25
Level of theory: ωB97M-V with the def2-TZVPD basis set

XYZ file:
```
11
Properties=species:S:1:pos:R:3:forces:R:3:nbo_charge:R:1
N 1.05853 1.67375 -1.06956 1.872 -1.582 0.058 -0.85
C -0.25824 1.64659 -0.63261 -2.868 5.560 0.002 0.10
O -0.43313 2.40153 0.60198 -1.276 -0.658 -0.987 -0.73
H 1.44581 2.39964 -1.62944 -0.537 2.077 0.448 0.37
H 1.01663 1.06858 -1.83783 0.484 -2.371 -1.083 0.36
H -0.66333 0.78319 -0.28161 -0.346 -3.407 -0.209 0.18
H -0.98405 2.12779 -1.40996 0.829 -0.801 1.157 0.11
H 0.38178 2.82366 0.71586 1.841 1.179 0.615 0.46
O -0.43340 -4.99121 0.99667 -4.073 -2.915 1.691 -0.92
H 0.37317 -4.61464 1.05747 4.235 2.137 0.014 0.46
H -0.49807 -5.46665 1.87886 -0.161 0.781 -1.707 0.47
```
Forces are in eV/Å.

Output
E in eV: -6733.9959
SMILES: NCO.O
E_HOMO in eV: -9.7
Kohn-Sham gap in eV: 10.529